No. 1
{
  "formula": "C20H27BiN5O8S2",
  "method": "the ωB97M-V functional and the def2-TZVPD basis",
  "species": ["Bi", "C", "C", "C", "C", "N", "N", "H", "H", "H", "H", "H", "H", "H", "H", "H", "H", "H", "H", "N", "C", "C", "C", "C", "C", "C", "H", "H", "H", "H", "H", "C", "S", "O", "O", "O", "H", "H", "H", "C", "C", "N", "H", "H", "H", "O", "S", "O", "N", "C", "O", "C", "C", "C", "C", "C", "C", "H", "H", "H", "H", "O", "O"],
  "xyz": [[0.779848, -0.191630, 0.972561], [-4.531221, -1.761139, 0.333695], [-3.624276, -1.685900, 1.558020], [-3.962141, -0.427818, 2.364778], [-3.786318, -2.936368, 2.414475], [-2.255124, -1.650174, 1.006560], [-1.211898, -1.506408, 1.962221], [-5.580098, -1.757525, 0.634799], [-4.326896, -2.669693, -0.234352], [-4.360164, -0.903567, -0.322642], [-4.999557, -0.464394, 2.703607], [-3.820029, 0.466362, 1.755506], [-3.340958, -0.325283, 3.257436], [-4.826588, -3.051768, 2.723405], [-3.176458, -2.886085, 3.319123], [-3.491699, -3.820877, 1.846654], [-2.184829, -0.847314, 0.388849], [-0.891795, -2.421506, 2.262248], [-1.497599, -0.958727, 2.772632], [-0.772442, 0.881572, 0.098928], [-1.648953, 1.092275, -0.944355], [-1.396424, 0.500492, -2.189363], [-2.284564, 0.684760, -3.232731], [-3.436194, 1.448521, -3.067150], [-3.676291, 2.038779, -1.832947], [-2.797516, 1.872469, -0.772604], [-0.501651, -0.098089, -2.316627], [-2.073939, 0.222432, -4.189621], [-4.129833, 1.585322, -3.886451], [-4.561743, 2.647781, -1.691678], [-2.958738, 2.345080, 0.186024], [0.101760, -4.404310, -0.712525], [1.171180, -3.365419, 0.223922], [0.809223, -3.484401, 1.627911], [2.528384, -3.703087, -0.109949], [0.786817, -1.998268, -0.295577], [0.391310, -5.436283, -0.528538], [0.230705, -4.147356, -1.760759], [-0.922498, -4.212130, -0.401857], [5.299444, -1.431897, 0.476832], [4.441319, -0.537467, 1.247462], [3.750138, 0.164684, 1.839710], [6.053182, -1.873820, 1.126032], [5.773432, -0.856387, -0.313498], [4.676302, -2.215842, 0.042715], [6.296836, 1.403883, -1.314458], [5.108377, 1.771236, -2.047143], [5.268430, 2.156539, -3.421757], [3.994334, 0.591218, -1.877318], [2.975404, 0.999546, -1.159801], [2.001214, 0.229670, -0.872706], [3.029812, 2.439570, -0.736692], [2.103013, 3.183274, -0.027117], [2.416475, 4.512778, 0.242569], [3.612053, 5.078226, -0.188986], [4.536495, 4.327477, -0.910368], [4.211381, 3.014285, -1.165711], [1.160325, 2.783034, 0.344831], [1.707534, 5.107421, 0.804264], [3.826113, 6.115983, 0.035463], [5.468106, 4.755178, -1.256058], [-1.194439, 1.281408, 1.378961], [-0.286073, 2.329680, 1.829145]],
  "forces_ev_per_angstrom": [[0.62, 0.60, 0.31], [0.00, 0.00, -0.02], [0.04, 0.04, -0.04], [-0.02, 0.00, 0.00], [0.01, -0.02, -0.01], [-0.08, -0.12, 0.07], [-0.09, 0.05, 0.14], [0.00, 0.00, -0.01], [0.00, -0.01, 0.00], [-0.01, 0.01, 0.01], [-0.01, 0.00, -0.01], [0.00, -0.01, 0.02], [0.00, 0.01, 0.00], [0.00, 0.02, 0.01], [0.01, -0.01, -0.01], [0.00, 0.00, 0.01], [0.03, -0.02, -0.03], [0.08, -0.02, -0.14], [-0.03, 0.10, -0.08], [-0.36, -0.16, -0.30], [0.15, 0.01, 0.12], [0.03, -0.04, 0.00], [-0.01, 0.01, 0.02], [-0.01, 0.01, 0.03], [0.02, 0.00, 0.00], [-0.03, 0.01, -0.05], [0.00, 0.01, 0.01], [0.00, 0.00, 0.00], [0.00, 0.00, -0.01], [0.00, 0.00, 0.01], [-0.04, 0.01, -0.01], [-0.07, -0.09, -0.07], [-0.12, 0.19, 0.10], [0.10, -0.10, -0.06], [0.06, -0.01, -0.01], [-0.13, -0.41, -0.02], [-0.04, -0.01, 0.01], [0.03, -0.05, -0.02], [-0.01, 0.02, 0.03], [-0.19, 0.03, 0.04], [0.09, -0.08, -0.07], [-0.01, -0.07, 0.01], [-0.02, 0.01, 0.02], [0.04, 0.06, -0.09], [0.02, 0.02, 0.00], [0.06, 0.04, -0.03], [-0.08, -0.20, 0.12], [0.03, 0.02, -0.06], [-0.01, 0.04, 0.07], [-0.05, -0.11, -0.17], [0.14, 0.33, 0.04], [-0.01, -0.01, 0.05], [-0.05, 0.03, 0.06], [0.05, 0.00, -0.02], [-0.01, 0.00, -0.01], [-0.05, 0.03, 0.02], [0.03, 0.06, 0.02], [0.05, -0.04, -0.04], [0.01, 0.01, 0.00], [0.00, 0.00, 0.01], [0.00, -0.01, -0.01], [-0.52, 0.35, 0.15], [0.30, -0.54, -0.11]],
  "nbo_charge": [2.038, -0.609, 0.097, -0.635, -0.617, -0.484, -0.700, 0.203, 0.213, 0.225, 0.206, 0.233, 0.199, 0.207, 0.204, 0.215, 0.374, 0.405, 0.361, -0.590, 0.236, -0.297, -0.179, -0.290, -0.194, -0.314, 0.232, 0.204, 0.201, 0.201, 0.237, -0.893, 2.419, -1.017, -0.972, -1.071, 0.235, 0.246, 0.247, -0.745, 0.368, -0.420, 0.240, 0.292, 0.285, -0.965, 2.299, -0.943, -0.817, 0.634, -0.799, -0.077, -0.202, -0.189, -0.205, -0.200, -0.320, 0.280, 0.217, 0.206, 0.223, -0.286, -0.652],
  "e_lumo_ev": 2.379,
  "total_charge": -1,
  "e_above_lowest_kcal_mol": 14.5,
  "homo_ha": -0.174,
  "e_tot_ha": -2664.943465
}

---

No. 2
{
  "formula": "C20H27CeN2O3PS",
  "method": "the ωB97M-V functional and the def2-TZVPD basis",
  "species": ["C", "C", "C", "C", "C", "C", "C", "C", "N", "Ce", "C", "P", "H", "H", "H", "H", "H", "H", "H", "H", "C", "C", "H", "C", "C", "H", "H", "H", "H", "H", "H", "H", "H", "H", "H", "H", "H", "H", "H", "O", "S", "O", "N", "C", "O", "C", "C", "C", "C", "C", "C", "H", "H", "H", "H"],
  "xyz": [[1.983312, -2.859351, -3.026570], [2.821338, -2.432261, -2.004983], [2.487883, -1.299087, -1.239014], [1.266472, -0.645917, -1.434116], [0.453323, -1.060272, -2.500563], [0.807955, -2.173401, -3.278574], [3.546429, -0.851468, -0.258796], [3.394622, 0.503448, 0.482644], [2.671060, 1.549194, -0.264246], [0.661348, 1.119360, 0.161959], [-0.837591, -0.367746, -2.852794], [-1.113607, 1.209675, -1.921784], [3.751317, -2.957618, -1.806082], [0.123051, -2.480940, -4.072645], [2.246273, -3.726151, -3.635843], [-1.690684, -1.027406, -2.620362], [-0.868565, -0.101671, -3.924377], [3.636012, -1.615474, 0.539639], [4.531745, -0.835560, -0.751780], [2.939334, 0.362535, 1.488369], [-2.865050, 1.002209, -1.497740], [-1.165371, 2.440077, -3.246218], [4.357725, 0.982080, 0.614588], [3.094267, 1.686484, -1.674627], [2.689136, 2.890117, 0.454045], [-0.657705, 2.541314, 0.672280], [3.777988, 2.519946, -1.693586], [3.642359, 0.777099, -1.945414], [2.260383, 1.846431, -2.391689], [3.347603, 3.517705, -0.127320], [1.687805, 3.394027, 0.535130], [3.119127, 2.749213, 1.457665], [-1.729371, 2.007548, -4.076507], [-1.658498, 3.344919, -2.850713], [-0.137940, 2.692762, -3.552562], [-3.383583, 0.643291, -2.395036], [-2.950494, 0.265788, -0.683823], [-3.262654, 1.966857, -1.157442], [0.243694, 2.414033, 1.666255], [-3.707377, -3.073104, 0.991232], [-3.617664, -1.689267, 1.346061], [-4.733592, -0.797559, 1.032399], [-2.169665, -0.998353, 0.843381], [-1.341627, -0.713200, 1.852070], [-0.160123, -0.215218, 1.691166], [-1.918752, -0.993676, 3.184543], [-1.389431, -0.708655, 4.444627], [-2.189534, -0.982211, 5.558241], [-3.488957, -1.520865, 5.393713], [-3.998572, -1.788830, 4.119909], [-3.176531, -1.513695, 3.033166], [-0.388337, -0.291051, 4.549832], [-1.828310, -0.784799, 6.576248], [-4.112758, -1.728349, 6.262869], [-4.999220, -2.192958, 3.933176]],
  "forces_ev_per_angstrom": [[0.05, -0.24, 0.03], [-0.27, 0.44, 0.10], [0.17, -0.40, -0.01], [-0.20, 0.42, -0.39], [-0.08, -0.33, -0.21], [-0.34, 0.45, 0.17], [0.57, 0.01, 0.90], [0.51, -0.50, -0.10], [1.85, 1.58, -0.40], [-0.48, -6.67, -1.05], [0.14, -0.05, 0.22], [-1.54, -0.65, -1.34], [-0.06, 0.11, -0.05], [0.33, 0.01, 0.18], [-0.03, 0.26, 0.23], [0.24, 0.25, -0.15], [-0.05, -0.23, 0.39], [0.04, 0.36, -0.34], [-0.38, -0.11, 0.06], [-0.01, 0.23, -0.36], [-0.09, 0.27, 0.55], [0.49, 0.66, 0.36], [0.50, -0.49, 0.60], [0.37, -0.22, -0.49], [0.47, -0.92, 0.25], [0.90, 1.67, 3.89], [0.22, 0.27, -0.49], [-0.39, 0.38, -0.21], [0.34, -0.08, 0.59], [-0.06, 0.51, 0.10], [0.51, -0.25, -0.20], [-0.32, 0.20, -0.24], [0.06, 0.25, 0.06], [0.18, -0.29, -0.39], [-0.44, 0.00, -0.16], [-0.01, 0.21, 0.21], [-0.09, 0.35, -0.48], [-0.16, -0.27, -0.15], [-3.96, 2.03, -1.52], [0.41, 0.63, -0.22], [-1.34, 0.76, 0.51], [1.90, -0.96, 0.08], [2.31, 0.70, 0.20], [-3.36, -1.47, -0.79], [1.35, 1.19, -0.72], [0.87, 0.50, 0.20], [-0.29, -0.19, 0.16], [-0.42, -0.20, 0.01], [0.34, 0.13, -0.16], [0.15, -0.03, -0.23], [-1.13, -0.35, 1.19], [-0.26, -0.12, 0.02], [-0.12, -0.07, -0.58], [0.25, 0.09, -0.17], [0.38, 0.16, 0.35]],
  "lowdin_charge": [-0.021, -0.005, -0.241, -0.143, -0.270, -0.009, -0.103, -0.140, -0.478, 1.102, -0.245, 0.797, 0.133, 0.136, 0.132, 0.119, 0.114, 0.154, 0.139, 0.147, -0.223, -0.224, 0.155, 0.025, -0.004, 0.115, 0.108, 0.119, 0.125, 0.122, 0.080, 0.135, 0.071, 0.070, 0.054, 0.082, 0.006, 0.070, 0.163, -0.240, 0.687, -0.273, -0.010, -0.413, -0.196, -0.152, 0.005, -0.030, -0.019, 0.001, -0.231, 0.119, 0.123, 0.123, 0.141],
  "e_lumo_ev": [-10.617, -10.614],
  "total_charge": 2,
  "e_above_lowest_kcal_mol": 0.0,
  "homo_ha": [-0.527, -0.527],
  "e_tot_ha": -2327.357683
}